ORCA calculation (ωB97M-V/def2-TZVPD) on C43H72F5N3O29S2Y as an isolated structure.

Summary:
LUMO (eV): -5.35
Charge: +1

CARTESIAN COORDINATES (ANGSTROEM)
Y: 12.578 27.893 -3.378
C: 13.925 29.351 -6.362
O: 12.998 30.123 -7.074
O: 13.304 28.881 -5.259
C: 14.606 28.288 -7.234
F: 15.274 28.902 -8.217
F: 15.495 27.575 -6.517
F: 13.778 27.401 -7.808
C: 13.413 30.898 -8.213
C: 12.397 32.000 -8.378
H: 12.327 32.534 -7.429
H: 12.681 32.735 -9.131
H: 11.399 31.666 -8.667
H: 13.475 30.265 -9.099
H: 14.404 31.330 -8.037
H: 14.794 29.996 -6.108
N: 11.975 25.789 -3.897
S: 11.594 25.140 -5.311
O: 10.307 25.400 -5.837
O: 12.274 23.949 -5.659
F: 12.445 26.216 -6.147
S: 11.181 24.562 -2.997
O: 11.851 23.335 -2.882
O: 9.771 24.667 -3.057
F: 11.493 25.314 -1.597
O: 7.095 32.820 -10.521
C: 7.794 33.347 -9.703
O: 9.095 33.614 -9.823
C: 9.722 33.321 -11.088
C: 9.480 34.387 -12.139
C: 7.250 33.812 -8.369
H: 9.426 32.325 -11.422
H: 10.778 33.257 -10.827
H: 10.368 34.543 -12.748
H: 9.195 35.304 -11.618
H: 8.662 34.163 -12.822
H: 7.840 34.664 -8.026
H: 7.331 33.024 -7.624
H: 6.237 34.168 -8.527
O: 11.990 30.207 -2.984
C: 11.898 31.351 -2.522
O: 12.479 32.403 -2.996
C: 13.262 32.373 -4.226
C: 12.929 33.658 -4.949
C: 11.019 31.686 -1.360
H: 13.002 31.468 -4.780
H: 14.326 32.303 -4.004
H: 12.967 34.461 -4.212
H: 11.920 33.640 -5.358
H: 13.621 33.843 -5.769
H: 10.518 30.805 -0.978
H: 10.273 32.423 -1.664
H: 11.609 32.225 -0.617
O: 20.733 33.493 -4.715
C: 20.448 32.528 -5.366
O: 19.200 32.213 -5.763
C: 18.149 33.071 -5.340
C: 16.821 32.353 -5.356
C: 21.439 31.507 -5.857
H: 18.118 34.045 -5.825
H: 18.368 33.282 -4.286
H: 16.781 31.485 -4.694
H: 16.564 31.984 -6.357
H: 15.993 33.021 -5.111
H: 21.595 30.858 -4.994
H: 22.354 31.962 -6.218
H: 20.969 30.961 -6.672
O: 10.505 28.179 -4.458
C: 9.393 28.420 -4.941
O: 9.104 29.521 -5.569
C: 10.159 30.456 -5.974
C: 9.636 31.854 -5.720
C: 8.230 27.491 -4.816
H: 10.290 30.244 -7.033
H: 11.112 30.233 -5.504
H: 8.564 31.854 -5.910
H: 10.119 32.572 -6.384
H: 9.798 32.176 -4.689
H: 8.404 26.849 -3.956
H: 8.292 26.837 -5.690
H: 7.284 28.019 -4.809
C: 20.211 28.306 -4.015
C: 18.883 29.054 -4.119
C: 18.089 28.779 -5.408
C: 18.955 28.814 -6.588
N: 19.673 28.795 -7.481
H: 20.742 28.590 -3.111
H: 20.820 28.470 -4.902
H: 20.021 27.228 -4.004
H: 19.141 30.117 -4.090
H: 18.218 28.848 -3.277
H: 17.271 29.493 -5.471
H: 17.680 27.766 -5.426
C: 9.847 26.502 -10.559
C: 10.023 27.531 -9.461
C: 10.435 28.898 -10.009
C: 9.501 29.372 -11.040
N: 8.780 29.756 -11.844
H: 8.906 26.668 -11.085
H: 9.739 25.490 -10.155
H: 10.697 26.405 -11.236
H: 10.810 27.231 -8.760
H: 9.149 27.591 -8.809
H: 11.435 28.894 -10.443
H: 10.409 29.660 -9.226
C: 15.259 26.588 -11.179
C: 15.482 25.115 -11.569
O: 16.807 24.832 -11.121
C: 17.317 25.898 -10.474
O: 18.417 26.016 -10.079
O: 16.351 26.841 -10.281
H: 14.325 26.733 -10.642
H: 15.346 27.270 -12.025
H: 15.421 24.967 -12.645
H: 14.769 24.450 -11.083
C: 15.363 36.133 -6.971
C: 14.157 35.763 -7.836
O: 14.523 34.553 -8.486
C: 15.866 34.357 -8.318
O: 16.427 33.413 -8.768
O: 16.375 35.234 -7.436
H: 15.223 35.950 -5.905
H: 15.646 37.167 -7.145
H: 14.029 36.598 -8.533
H: 13.198 35.670 -7.332
C: 8.861 37.654 -8.123
C: 8.942 37.698 -6.596
O: 9.373 36.366 -6.306
C: 10.115 35.939 -7.353
O: 10.920 35.064 -7.313
O: 9.816 36.650 -8.455
H: 9.149 38.606 -8.562
H: 7.856 37.384 -8.444
H: 7.983 37.985 -6.174
H: 9.683 38.403 -6.215
C: 15.299 23.558 -7.860
C: 16.012 24.584 -6.963
O: 17.066 23.844 -6.345
C: 16.926 22.526 -6.637
O: 17.662 21.667 -6.314
O: 15.797 22.323 -7.363
H: 15.610 23.725 -8.894
H: 14.216 23.577 -7.782
H: 15.325 24.906 -6.178
H: 16.458 25.388 -7.540
C: 16.548 30.571 -10.507
C: 18.006 30.132 -10.338
O: 18.422 30.009 -11.709
C: 17.574 30.697 -12.510
O: 17.683 30.838 -13.679
O: 16.622 31.283 -11.737
H: 16.214 31.278 -9.754
H: 15.912 29.683 -10.564
H: 18.103 29.177 -9.831
H: 18.619 30.896 -9.858

Atoms 1-6, force components in eV/Å:
Y -1.191 2.894 -4.318
C 0.549 0.891 -0.130
O -0.308 -0.329 -0.140
O -0.301 -1.802 2.730
C -0.315 -0.609 -0.328
F 0.247 -0.083 0.030

***

ORCA calculation (ωB97M-V/def2-TZVPD) on an isolated molecule of C8H16N2O4.

Summary:
LUMO (eV): 0.60
SMILES: C[C@@H]1CN(N)[C@@](O)(/C=C/O)[C@H](O)[C@@H]1O
Relative energy (zero: lowest compared OMol25 entry of this formula, charge and spin) (kJ/mol): 433.7

CARTESIAN COORDINATES (ANGSTROEM)
C: -1.942 1.030 -1.396
C: -3.290 0.707 -1.557
C: 1.220 0.641 0.601
C: 1.683 -0.607 -0.029
C: 0.503 -1.632 -0.068
C: -0.664 -1.123 -0.775
C: -1.053 0.515 -0.250
C: 2.844 -1.195 0.761
N: 0.168 1.232 -0.229
N: -0.033 2.664 0.073
O: -3.921 0.979 -2.723
O: 0.049 -1.970 1.323
O: -1.820 -1.846 -0.742
O: -1.755 0.291 0.976
H: -1.358 1.416 -2.177
H: -3.966 0.207 -0.841
H: 0.862 0.671 1.797
H: 2.053 1.391 0.570
H: 1.995 -0.345 -1.096
H: 0.882 -2.607 -0.431
H: -0.440 -0.830 -1.804
H: 3.245 -2.156 0.435
H: 2.376 -1.495 1.742
H: 3.713 -0.476 0.734
H: -0.958 2.677 0.532
H: -0.197 3.072 -0.877
H: -4.551 0.284 -2.871
H: -0.615 -1.328 1.592
H: -1.767 -2.213 0.092
H: -1.437 0.879 1.649

Atoms 1-6, force components in eV/Å:
C -3.214 -1.750 2.016
C 2.996 0.361 0.770
C -0.570 3.281 2.317
C -0.042 -1.840 -0.992
C 0.959 -0.954 2.273
C -0.656 4.776 -1.742

***

ORCA calculation (ωB97M-V/def2-TZVPD) on a 2-piece molecular cluster, C2H6OS2 overall.

Summary:
LUMO (eV): 0.33
SMILES: C=CO.SS
Relative energy (zero: lowest compared OMol25 entry of this formula, charge and spin) (kJ/mol): 97.0

CARTESIAN COORDINATES (ANGSTROEM)
S: 3.440 -1.256 -2.111
S: 4.468 -2.149 -0.556
H: 2.191 -1.391 -1.668
H: 3.815 -1.710 0.543
C: -1.458 1.677 0.675
C: -2.205 0.583 0.848
O: -2.690 -0.233 -0.151
H: -1.038 2.031 1.606
H: -1.037 1.925 -0.287
H: -2.341 0.170 1.839
H: -3.145 0.352 -0.738

Atoms 1-6, force components in eV/Å:
S 0.090 0.556 -0.014
S 0.028 -0.543 0.362
H -0.214 -0.326 0.037
H 0.086 0.315 -0.381
C -0.063 -1.429 0.507
C 0.933 -0.015 -0.124

***

ORCA calculation (ωB97M-V/def2-TZVPD) on an isolated molecule of C21H22N4.

Summary:
LUMO (eV): 0.20
SMILES: C/C(=N\N=C\c1c[nH]nc1-c1ccccc1)[C@H](C)Cc1ccccc1
Relative energy (zero: lowest compared OMol25 entry of this formula, charge and spin) (kJ/mol): 375.2

CARTESIAN COORDINATES (ANGSTROEM)
N: -0.641 5.847 1.823
N: -1.250 1.483 0.112
N: -0.894 0.134 -0.043
C: 0.008 4.614 1.843
C: -0.930 3.721 1.095
C: -2.138 4.365 0.952
C: -0.583 2.350 0.865
C: -1.657 -0.644 -0.803
C: 4.124 3.190 2.669
C: 0.695 -6.279 -2.841
C: 3.819 4.150 1.637
C: 2.999 2.702 3.374
C: 0.269 -5.242 -3.735
C: 0.717 -5.992 -1.495
C: 2.575 4.698 1.405
C: 1.749 3.295 3.143
C: -0.094 -3.912 -3.238
C: 0.610 -4.770 -1.014
C: 1.450 4.319 2.147
C: 0.187 -3.658 -1.879
N: -1.858 5.704 1.240
C: -2.923 -0.045 -1.346
C: -1.906 -2.953 0.319
C: 0.018 -2.288 -1.249
C: -1.439 -2.130 -0.888
H: -2.985 3.844 0.380
H: 0.256 1.963 1.422
H: 5.132 2.852 2.742
H: 0.899 -7.221 -3.281
H: 4.604 4.584 1.058
H: 3.170 1.944 4.244
H: 0.179 -5.604 -4.834
H: 0.973 -6.748 -0.796
H: 2.529 5.489 0.584
H: 1.039 2.808 3.784
H: -0.491 -3.128 -3.907
H: 1.040 -4.604 -0.041
H: -2.430 6.543 1.072
H: -2.752 0.716 -2.184
H: -3.443 0.382 -0.598
H: -3.582 -0.879 -1.637
H: -1.734 -4.028 0.282
H: -1.336 -2.547 1.193
H: -2.899 -2.790 0.723
H: 0.764 -2.101 -0.480
H: 0.221 -1.597 -2.071
H: -2.064 -2.540 -1.751

Atoms 1-6, force components in eV/Å:
N 1.547 -1.335 0.106
N -0.773 2.146 -0.213
N 0.766 -1.458 -0.054
C -3.398 2.069 -2.825
C 1.060 0.212 2.403
C 0.498 0.372 -2.166

***

Values for HOMO level, eV, ordered as above
-11.95, -8.54, -8.78, -8.23
Values for frontier orbital gap, Ha, ordered as above
0.2425, 0.3359, 0.3348, 0.3097
Values for F_max, hartree/bohr, ordered as above
0.138, 0.100, 0.030, 0.095